Record 1
89
Properties=species:S:1:pos:R:3:lowdin_charge:R:1 method="wB97M-V/def2-TZVPD" e_lumo_ev=0.477 de_lowest_kcal_mol=14.47 charge=-1 gap_ev=8.22
O 35.67 -18.20 22.02 0.097
O 33.34 -23.30 16.68 0.147
O 32.51 -18.43 20.47 0.206
O 34.36 -19.01 16.60 0.350
O 26.58 -17.39 22.37 -0.214
O 27.06 -21.79 21.38 -0.178
O 29.18 -18.19 22.77 0.206
O 34.59 -14.69 19.12 -0.054
O 31.82 -16.96 24.96 -0.057
O 29.54 -20.83 21.71 0.089
O 34.23 -17.29 19.63 0.128
O 35.42 -20.59 24.73 -0.152
O 37.40 -21.10 21.37 -0.055
O 31.60 -21.79 18.55 0.096
O 35.59 -19.91 18.38 0.236
O 33.63 -18.98 22.54 0.267
O 35.63 -17.32 16.27 0.157
O 31.96 -22.92 21.94 -0.029
O 34.50 -21.49 16.78 0.267
O 37.00 -18.19 18.52 0.115
O 33.27 -20.35 18.41 0.275
O 29.49 -23.77 20.07 -0.108
O 37.54 -16.19 21.94 -0.069
O 31.58 -20.24 21.81 0.271
O 31.27 -18.12 22.58 0.259
N 29.32 -17.75 17.71 -0.168
C 31.86 -17.84 14.51 -0.039
C 30.19 -18.68 22.55 -0.542
C 29.44 -19.17 18.33 -0.034
C 27.89 -17.58 17.46 -0.167
C 29.99 -17.54 16.33 -0.134
C 29.96 -16.62 18.54 -0.105
C 30.42 -20.02 22.13 -0.360
C 32.71 -21.41 18.08 -0.417
C 31.46 -17.89 16.06 -0.148
C 27.12 -18.22 18.62 -0.136
C 29.49 -16.36 19.89 -0.187
C 33.87 -18.18 20.44 -0.234
C 36.11 -18.82 17.87 -0.395
C 33.47 -22.17 17.12 -0.432
C 34.41 -18.34 21.76 -0.331
C 35.31 -18.35 16.82 -0.583
C 29.89 -15.07 22.11 -0.090
C 28.16 -19.27 19.17 -0.123
C 30.40 -15.45 20.76 -0.194
B 34.39 -20.15 17.45 -0.769
B 32.28 -18.94 21.85 -0.733
H 32.11 -17.05 16.42 0.135
H 28.27 -19.13 20.21 0.068
H 29.34 -17.21 20.32 0.027
H 32.85 -18.21 14.45 0.052
H 28.08 -21.57 21.72 0.064
H 27.54 -17.82 22.13 0.044
H 36.93 -21.72 21.96 0.033
H 37.60 -15.58 21.22 0.005
H 31.47 -18.76 16.55 0.049
H 29.65 -16.60 15.87 0.136
H 34.97 -19.74 24.25 0.085
H 34.57 -15.65 19.34 0.001
H 31.53 -17.42 24.14 0.001
H 27.44 -18.03 16.66 0.086
H 36.65 -16.61 21.89 0.005
H 32.73 -23.09 22.32 -0.062
H 29.91 -15.63 18.04 0.154
H 26.95 -17.25 23.40 0.123
H 27.73 -20.27 18.92 0.133
H 32.02 -21.91 21.61 0.092
H 29.51 -20.00 17.66 0.129
H 28.48 -15.93 19.96 0.142
H 34.84 -14.62 18.24 -0.016
H 36.30 -20.18 24.99 0.059
H 29.36 -23.55 21.04 0.039
H 27.04 -22.70 20.99 0.021
H 26.33 -18.81 18.00 0.133
H 28.90 -14.96 22.31 0.039
H 31.66 -17.67 25.60 0.044
H 30.25 -15.79 22.77 0.028
H 30.55 -14.47 20.12 0.148
H 36.92 -20.28 21.30 0.002
H 31.48 -18.31 13.70 0.029
H 26.49 -17.52 19.34 0.152
H 31.38 -15.90 20.80 0.099
H 32.00 -16.79 14.20 0.089
H 30.05 -23.03 19.73 0.017
H 30.36 -19.26 18.89 0.121
H 27.59 -16.43 17.59 0.186
H 29.36 -18.15 15.66 0.127
H 31.01 -16.90 18.36 0.134
H 30.33 -14.12 22.58 0.117

Record 2
68
Properties=species:S:1:pos:R:3:lowdin_charge:R:1 method="wB97M-V/def2-TZVPD" e_lumo_ev=2.003 de_lowest_kcal_mol=73.94 charge=-1 gap_ev=11.17
Cl -34.40 -14.18 -40.03 0.439
Cl -32.83 -12.28 -41.60 0.489
Cl -31.87 -6.65 -38.46 0.464
Cl -23.40 -11.75 -42.39 0.431
Cl -25.07 -6.05 -32.17 0.467
Cl -25.06 -14.27 -42.01 0.470
Cl -28.03 -17.65 -32.80 0.470
Cl -22.99 -7.84 -33.03 0.472
Cl -27.67 -18.44 -35.65 0.443
Cl -29.93 -4.64 -37.27 0.440
P -28.10 -11.55 -36.67 0.222
F -26.58 -11.80 -37.01 -0.172
F -27.59 -10.06 -36.19 -0.207
F -28.46 -10.91 -38.18 -0.236
F -27.83 -12.23 -35.20 -0.191
F -28.41 -13.08 -37.27 -0.216
F -29.68 -11.21 -36.37 -0.197
O -22.33 -17.40 -31.14 -0.009
O -21.87 -15.21 -30.54 0.079
O -17.76 -9.66 -37.43 -0.012
O -19.81 -10.14 -36.86 -0.029
O -29.83 -6.15 -43.37 -0.053
O -19.50 -8.69 -38.64 0.107
O -23.35 -15.75 -32.21 -0.008
O -30.69 -5.91 -45.48 0.124
O -30.96 -4.28 -43.96 -0.009
C -16.83 -8.93 -38.15 -0.090
C -23.52 -14.36 -32.41 -0.068
C -24.73 -12.60 -41.46 -0.952
C -21.20 -10.34 -37.14 -0.037
C -24.75 -7.56 -33.05 -1.003
C -30.30 -6.39 -37.64 -0.961
C -19.07 -9.33 -37.68 -0.506
C -28.14 -17.11 -34.50 -0.975
C -22.45 -16.07 -31.22 -0.531
C -21.50 -17.90 -30.13 -0.046
C -33.22 -12.80 -39.95 -0.993
C -30.78 -3.77 -42.63 -0.050
C -29.94 -7.58 -43.28 -0.025
C -30.47 -5.49 -44.36 -0.550
H -22.59 -13.80 -32.54 0.091
H -25.35 -8.40 -32.70 0.041
H -21.75 -9.41 -36.98 0.095
H -21.71 -11.18 -36.66 0.098
H -29.88 -3.19 -42.45 0.090
H -24.07 -14.14 -33.33 0.098
H -17.15 -7.89 -38.22 0.095
H -30.75 -4.54 -41.86 0.087
H -16.72 -9.30 -39.17 0.097
H -29.28 -7.91 -42.48 0.098
H -31.62 -3.11 -42.46 0.091
H -30.26 -6.99 -36.73 0.033
H -33.51 -11.97 -39.30 0.036
H -24.37 -12.62 -40.43 0.021
H -15.86 -8.96 -37.67 0.094
H -25.70 -12.09 -41.51 0.028
H -27.56 -16.22 -34.73 0.033
H -29.55 -6.79 -38.32 0.022
H -23.99 -13.91 -31.54 0.097
H -25.07 -7.32 -34.07 0.022
H -32.40 -13.21 -39.36 0.029
H -20.54 -17.42 -30.32 0.101
H -29.58 -8.06 -44.19 0.092
H -21.61 -18.99 -30.13 0.100
H -31.00 -7.78 -43.15 0.104
H -21.85 -17.53 -29.17 0.095
H -29.15 -16.73 -34.68 0.028
H -21.25 -10.48 -38.22 0.089

Record 3
40
Properties=species:S:1:pos:R:3:lowdin_charge:R:1 method="wB97M-V/def2-TZVPD" e_lumo_ev=-0.066 de_lowest_kcal_mol=20.02 gap_ev=10.28
Ne 0.25 -0.34 -0.65 0.058
O 2.54 0.51 0.05 -0.074
O 1.20 -4.43 -1.61 -0.057
O -1.66 -1.08 2.99 -0.054
O 0.64 3.48 -2.10 -0.038
O 2.07 -1.70 -2.09 -0.055
O 0.14 -2.88 1.89 -0.026
O -1.72 1.49 -2.64 -0.044
O -0.85 1.60 2.60 -0.048
O -0.44 3.67 0.52 -0.061
O -3.74 -1.72 1.18 -0.055
O 2.24 0.82 -3.22 -0.022
O 1.60 -0.06 2.64 -0.033
O -2.63 0.67 0.48 -0.039
H 0.71 0.28 2.51 0.003
H 1.30 2.81 -1.93 0.032
H -1.07 -1.70 2.55 -0.010
H 3.16 0.57 -3.30 0.063
H -1.29 0.74 2.56 -0.014
H -2.53 -1.32 2.68 0.009
H 1.93 0.91 -4.12 0.067
H -1.09 1.94 3.46 0.069
H 1.22 -3.47 -1.68 -0.018
H -3.00 1.11 1.24 0.051
H -1.13 2.17 -2.31 -0.004
H -0.16 -3.63 1.37 0.060
H 2.04 -0.85 -2.54 -0.017
H -0.49 2.91 1.09 -0.021
H 1.14 4.30 -2.13 0.064
H 2.04 -0.15 -0.43 -0.036
H -3.26 -1.11 0.62 0.000
H 2.98 -1.98 -2.16 0.060
H 2.21 0.46 0.94 -0.023
H 1.48 -0.91 3.05 0.038
H -2.77 1.29 -0.24 0.046
H 1.85 -4.64 -0.95 0.023
H -4.62 -1.35 1.23 0.047
H 0.09 3.38 -0.22 -0.026
H -1.40 1.31 -3.52 0.031
H 1.02 -3.13 2.18 0.054

Record 4
42
Properties=species:S:1:pos:R:3:lowdin_charge:R:1 method="wB97M-V/def2-TZVPD" e_lumo_ev="-9.978 / -9.976" de_lowest_kcal_mol=28.22 charge=+2 gap_ev="5.08 / 5.08"
Pd -0.28 -0.34 -0.53 1.222
S -4.22 -2.82 -1.01 1.155
F 4.61 -1.90 0.83 0.123
F 4.09 2.71 0.60 0.143
O 0.20 3.45 -1.89 0.220
O 0.30 1.26 -1.72 -0.052
N -2.13 -1.54 -0.35 -0.156
N -1.36 1.27 0.23 0.025
N 0.65 -2.24 -0.57 0.003
C -1.38 2.40 -0.50 -0.162
C 0.56 -4.64 -0.69 -0.006
C 1.74 0.09 -0.03 -0.017
C 0.03 -3.39 -0.94 -0.087
C -2.27 3.44 -0.34 0.066
C 1.76 -4.73 -0.01 0.011
C 2.49 -1.06 0.24 -0.100
C -0.25 2.43 -1.45 -0.555
C 3.83 -0.84 0.60 -0.183
C -3.20 2.15 1.44 0.011
C -2.26 1.17 1.21 -0.080
C 4.40 0.41 0.74 0.122
C -2.66 -2.04 0.81 -0.232
C 2.42 -3.58 0.35 0.046
C -3.80 -2.76 0.64 -0.325
C -2.87 -1.89 -1.39 -0.459
C 2.25 1.38 0.08 0.034
C 1.88 -2.34 0.02 -0.178
C -3.23 3.30 0.65 0.031
C 3.59 1.49 0.49 -0.229
H -0.89 -3.30 -1.47 0.094
H 1.74 2.30 -0.11 0.120
H -2.22 0.29 1.86 0.111
H 3.36 -3.63 0.86 0.127
H -2.16 -1.87 1.75 0.117
H 2.18 -5.70 0.23 0.138
H -2.63 -1.60 -2.40 0.102
H 0.03 -5.51 -1.04 0.129
H -4.39 -3.26 1.39 0.093
H -2.19 4.31 -0.98 0.151
H -3.90 2.02 2.26 0.132
H 5.43 0.52 1.03 0.159
H -3.96 4.08 0.82 0.138

Record 5
22
Properties=species:S:1:pos:R:3:lowdin_charge:R:1 method="wB97M-V/def2-TZVPD" e_lumo_ev=-10.269 de_lowest_kcal_mol=7.15 charge=+2 gap_ev=7.56
O 1.88 -1.62 -0.66 0.194
N 0.87 1.97 -0.14 0.284
N -0.62 0.59 -0.07 0.128
C -1.36 -1.57 0.56 0.064
C -2.96 0.10 -0.37 0.069
C -0.47 1.97 -0.11 0.127
C 1.91 -0.38 -0.20 -0.228
C 3.24 0.02 0.32 0.069
C 0.88 0.55 -0.11 -0.065
C -1.60 -0.30 0.03 -0.188
H 1.23 -1.82 -1.30 0.124
H -2.05 -2.27 0.04 0.160
H 3.33 -0.51 1.28 0.141
H 1.59 2.60 -0.11 0.163
H 3.27 1.03 0.44 0.058
H -3.55 0.06 0.57 0.156
H -1.73 -1.60 1.59 0.170
H -3.40 -0.47 -1.17 0.136
H -2.94 1.15 -0.61 0.095
H 4.00 -0.39 -0.35 0.131
H -1.13 2.71 -0.22 0.135
H -0.37 -1.83 0.59 0.075

Record 6
43
Properties=species:S:1:pos:R:3:mulliken_spin:R:1 method="wB97M-V/def2-TZVPD" multiplicity=3 e_lumo_ev="2.708 / 2.717" charge=-1 gap_ev="7.39 / 7.68"
V 2.05 -0.13 0.02 1.987
S 2.47 2.12 0.23 -0.035
S 2.59 -0.26 2.27 -0.009
O 2.66 -1.79 -0.19 0.004
O 0.28 -0.18 0.00 -0.005
N -2.66 4.43 2.75 -0.001
N 1.38 0.38 -2.36 0.030
N 0.10 0.05 -2.26 -0.018
N -2.25 1.52 5.51 0.003
C -1.47 1.69 4.68 0.000
C -2.44 -0.29 0.32 0.003
C 1.95 -3.92 -0.95 -0.002
C -1.76 3.71 2.71 0.000
C -2.74 -0.30 -2.07 -0.002
C 0.27 2.94 1.64 0.018
C -0.66 2.83 2.67 -0.002
C 1.32 2.03 1.54 -0.035
C 2.29 -2.48 -1.24 -0.003
C 0.57 0.97 3.59 0.025
C -4.64 -0.46 -0.60 0.001
C 2.21 -1.90 -2.45 -0.013
C 2.37 -0.43 -2.52 0.006
C 1.44 1.01 2.52 0.009
C -0.43 -0.14 -1.10 -0.002
C -4.11 -0.41 -1.88 0.000
C -1.89 -0.25 -0.96 0.006
C -3.80 -0.39 0.50 0.000
C 3.71 0.15 -2.88 0.024
C -0.51 1.85 3.67 0.007
H 0.16 3.70 0.88 0.000
H 1.79 -4.48 -1.87 0.000
H -1.77 -0.22 1.17 0.000
H 2.74 -4.38 -0.36 0.000
H -4.77 -0.46 -2.73 0.000
H 4.36 0.20 -1.99 0.007
H -4.21 -0.41 1.50 0.000
H -5.71 -0.55 -0.46 0.000
H 1.91 -2.43 -3.35 0.000
H 0.71 0.20 4.34 -0.003
H 4.19 -0.48 -3.63 0.000
H 1.04 -3.94 -0.35 0.000
H -2.32 -0.25 -3.06 0.000
H 3.60 1.16 -3.26 -0.002